[1]
Computed, not measured: a 2-piece molecular cluster, C7H13N2O overall at a distorted geometry, with the ωB97M-V functional and the def2-TZVPD basis.

```
23
Properties=species:S:1:pos:R:3:mulliken_charge:R:1
C 0.7939 2.1919 0.8633 -0.393
C -0.2693 0.4049 -0.2303 -0.228
C 1.2454 -1.3343 -1.0506 -1.363
C -1.1798 -1.8862 -0.0586 -1.311
C 0.7057 -1.1147 1.5345 -1.505
C -1.0238 2.2045 -1.6032 -0.553
C 0.1298 -0.9731 0.0755 1.783
N -0.5477 2.1976 2.8961 -0.482
N 0.1023 2.1448 1.9488 0.647
O -0.9115 0.8901 -1.1854 -0.195
H 1.8744 1.9380 0.7384 0.293
H 0.8445 -0.9570 -1.9792 0.430
H 2.2493 -0.8928 -0.7184 0.352
H 1.2219 -2.4462 -1.1992 0.380
H -2.2201 -1.4097 0.1233 0.330
H -1.3993 -2.3647 -1.1209 0.354
H -1.0876 -2.8677 0.5666 0.347
H 1.0717 -2.1283 1.6061 0.522
H -0.0287 -0.8144 2.2745 0.339
H 1.6477 -0.4226 1.5344 0.298
H -2.0593 2.5289 -1.3304 0.279
H -0.9850 2.3691 -2.6131 0.279
H -0.1746 2.7418 -1.0719 0.395
```

Properties
- total charge = +1
- lowest unoccupied orbital energy (alpha / beta) (eV) = -5.526 / -5.526
- energy above the lowest of the compared OMol25 structures with the same formula, charge and spin (kcal per mole) = 201.53
- gap between HOMO and LUMO (alpha / beta) (eV) = 7.650 / 7.650
- HOMO level (alpha / beta) (eV) = -13.176 / -13.176

=====

[2]
Computed, not measured: C11H26B3Br3ClFILiNNaO11 as an isolated structure at a distorted geometry, with the ωB97M-V functional and the def2-TZVPD basis.

```
60
Properties=species:S:1:pos:R:3:mulliken_charge:R:1
C 3.4347 0.5140 0.4650 -1.209
C 2.1532 0.3854 -0.5222 1.303
C 2.5604 -0.2313 -1.9691 -0.955
C 1.0706 -0.6742 0.0836 0.266
B -0.4430 -0.0663 0.0451 0.716
O -1.4804 -0.4713 -0.8593 -0.144
B -2.3638 0.6145 -1.2242 0.564
O -2.5555 1.8234 -0.4145 -0.519
B -1.2391 2.0743 0.1251 0.348
C -0.3152 3.3670 -0.1927 0.079
C -1.0739 4.7659 -0.0141 -0.241
O -2.0813 4.9944 -0.6916 -0.457
I -0.1852 6.1660 1.4247 -0.022
O -0.7122 1.0125 0.9988 -0.310
H 3.8949 1.5607 0.4257 0.315
H 3.1275 0.3311 1.5553 0.245
H 4.1879 -0.3114 0.1877 0.279
H 1.6723 1.4173 -0.7080 -0.278
H 3.0927 0.5289 -2.6287 0.357
H 3.1699 -1.1795 -1.7541 0.207
H 1.5661 -0.5602 -2.4550 0.247
H 1.1127 -1.6355 -0.5279 0.289
H 1.3068 -0.9182 1.2046 -1.394
H -2.9740 0.6040 -2.2475 -0.182
H 0.1071 3.3002 -1.2686 0.368
H 0.6144 3.3002 0.4879 0.272
C 0.0477 -4.0064 -3.1580 -0.375
Br 1.9611 -3.8746 -2.8606 -0.061
Br -0.9490 -3.9242 -1.4992 0.008
Br -0.5787 -2.6715 -4.4069 0.007
H -0.1381 -4.9841 -3.5985 0.363
C 3.0458 6.1497 4.3224 -0.496
O 3.4490 5.6177 3.0701 -0.466
H 3.7961 5.8938 5.0708 0.234
H 2.9625 7.2375 4.2523 0.239
H 2.0836 5.7199 4.6140 0.226
H 2.7697 5.8577 2.4269 0.230
O 5.0994 3.6465 -2.9121 -0.646
Cl 3.8418 3.4195 -3.5792 1.909
O 3.4175 2.0468 -3.3674 -0.843
O 4.0008 3.6380 -5.0113 -0.866
O 2.8483 4.3242 -3.0648 -0.616
C -4.0259 -6.6837 2.1375 -1.102
C -3.5926 -5.2751 1.8935 0.708
O -2.6842 -4.9418 1.1747 -0.522
N -4.1717 -4.1967 2.6529 -0.119
C -4.6746 -3.0684 1.8158 -0.883
H -3.7814 -7.2949 1.2680 0.355
H -3.5076 -7.0674 3.0163 0.276
H -5.1054 -6.7249 2.2999 0.347
H -4.8591 -4.5410 3.3206 0.370
H -3.3593 -3.8160 3.1515 0.353
H -5.0181 -2.2895 2.4967 0.349
H -5.5045 -3.4282 1.2061 0.317
H -3.8643 -2.6851 1.1966 0.352
O -0.9590 1.4623 -4.1082 -0.987
H -1.8391 1.0897 -4.1035 0.096
Li 3.7105 1.9731 -6.1647 0.927
Na 1.2217 -2.2842 2.5334 0.996
F -3.2904 -5.0301 4.3882 -0.825
```

Properties
- total charge = 0
- lowest unoccupied orbital energy (eV) = -2.582
- gap between HOMO and LUMO (eV) = 2.583
- HOMO level (eV) = -5.166

=====

[3]
Computed, not measured: a 3-piece molecular cluster, C4H15N2O2 overall at a distorted geometry, with the ωB97M-V functional and the def2-TZVPD basis.

```
23
Properties=species:S:1:pos:R:3:mulliken_charge:R:1
C 1.4800 -1.2652 1.8847 -1.043
C 0.6682 -1.7527 0.6373 -0.948
C 0.4145 -0.6164 -0.3103 0.264
C 0.9035 -0.6846 -1.5555 -0.446
N 0.8501 0.2688 -2.5348 -0.398
N -0.4347 0.4487 0.2502 -0.046
H 2.4650 -1.7159 1.8018 0.326
H 1.0242 -1.4183 2.8617 0.339
H 1.6984 -0.1880 1.8626 0.340
H 1.1382 -2.6087 0.1675 0.438
H -0.2250 -2.2140 1.0777 0.340
H 1.5026 -1.5119 -1.8187 0.371
H 0.4297 1.1760 -2.4705 0.181
H 1.3715 0.1060 -3.3766 0.207
H 0.0509 1.3407 0.3124 0.369
H -1.2341 0.6405 -0.3589 0.281
H -0.7090 0.0823 1.1535 0.464
H -2.0935 0.5671 -2.9189 0.295
H -2.7449 1.4897 -2.0162 0.304
O -2.1077 0.7636 -1.9700 -0.654
H -2.1447 2.0477 2.6235 0.296
H -1.0113 2.9511 2.5291 0.297
O -1.2919 2.0935 2.1683 -0.578
```

Properties
- total charge = +1
- lowest unoccupied orbital energy (eV) = -2.948
- energy above the lowest of the compared OMol25 structures with the same formula, charge and spin (kcal per mole) = 28.90
- gap between HOMO and LUMO (eV) = 8.999
- HOMO level (eV) = -11.948

=====

[4]
Computed, not measured: a 2-piece molecular cluster, C8H14BrNSi overall at a distorted geometry, with the ωB97M-V functional and the def2-TZVPD basis.

```
25
Properties=species:S:1:pos:R:3:mulliken_charge:R:1
C -0.0082 -1.9171 0.1552 -0.020
C -1.3178 -1.2334 0.2555 -0.310
C 0.6912 -2.6899 -3.0253 0.121
C 0.2232 -3.1997 -0.0729 -0.994
C -1.4429 0.0587 0.2285 0.065
C 0.1955 1.3038 2.4357 -1.056
C -0.7690 3.0502 0.0649 -1.311
C 1.5412 1.0763 -0.4105 -1.311
N 0.5136 -1.5643 -2.8380 -0.372
Si -0.0561 1.4378 0.4780 0.397
Br -3.2007 0.7478 -0.1859 -0.216
H 0.8359 -1.3250 0.2482 0.290
H -2.1373 -1.9177 0.2779 0.326
H 1.1476 -3.6909 -2.9667 0.272
H -0.7157 -3.8021 -0.4951 0.237
H 1.2496 -3.4958 -0.2948 0.420
H 0.7425 2.1646 2.8326 0.330
H -0.7797 1.2430 2.9655 0.323
H 0.6433 0.2999 2.7212 0.285
H -0.0527 3.7970 -0.3116 0.329
H -1.3627 2.9914 -0.7778 0.474
H -1.4120 3.5732 0.7586 0.379
H 2.0966 1.8717 -0.5268 0.567
H 2.2312 0.3096 -0.1118 0.414
H 1.1435 0.9108 -1.4045 0.362
```

Properties
- total charge = 0
- lowest unoccupied orbital energy (eV) = 0.726
- energy above the lowest of the compared OMol25 structures with the same formula, charge and spin (kcal per mole) = 68.26
- gap between HOMO and LUMO (eV) = 9.347
- HOMO level (eV) = -8.621

=====

| no. | DFT total energy (eV) |
| --- | --- |
| 1 | -12483.29893 |
| 2 | -275952.01759 |
| 3 | -11460.00445 |
| 4 | -87930.71389 |